Arrangement P

Here is an isolated molecule of C3H10N2S from the Open Molecules 2025 dataset. Energies are from ωB97M-V with the def2-TZVPD basis set.

Computed properties:
HOMO level: -8.914 eV
LUMO energy: 1.0 eV
Gap between HOMO and LUMO: 9.9 eV

Last column: Löwdin charge in e.
Element x y z (Å)
N1 2.3329 1.5012 0.8323  -0.02
C1 0.8614 1.2114 0.9497  -0.28
N2 0.4770 0.1617 -0.0651  -0.10
C2 -0.9866 -0.1503 -0.2335  -0.33
C3 -1.1136 -1.4125 -1.1224  -0.60
S1 -2.2856 -2.5740 -0.3796  0.67
H1 2.9152 0.6588 0.6697  0.08
H2 2.4520 2.3896 0.3551  0.05
H3 0.3219 2.1829 0.8250  0.12
H4 0.7156 0.7185 1.8292  0.06
H5 0.8044 0.3323 -1.0486  0.11
H6 -1.5988 0.7143 -0.7113  0.13
H7 -1.4972 -0.3028 0.7420  0.08
H8 -0.1645 -1.9212 -1.4632  0.08
H9 -1.4620 -1.0208 -2.0742  0.06
H10 -1.7723 -2.4889 0.8951  -0.12


Arrangement Q

Here is an isolated molecule of C3H10N2S from the Open Molecules 2025 dataset. Energies are from ωB97M-V with the def2-TZVPD basis set.

Computed properties:
HOMO level: -8.949 eV
LUMO energy: 0.8 eV
Gap between HOMO and LUMO: 9.8 eV

Last column: Löwdin charge in e.
Element x y z (Å)
N1 0.7811 1.8868 1.3578  -0.01
C1 0.5027 1.3079 0.0154  -0.25
C2 0.2221 -0.2057 0.0576  -0.48
N2 -0.8083 -0.5001 1.0244  0.03
C3 -0.0865 -0.7177 -1.3985  -0.54
S1 -0.1270 -2.5251 -1.5372  0.71
H1 1.2803 1.2449 1.9594  0.06
H2 -0.1415 2.0846 1.7059  0.05
H3 1.4220 1.4627 -0.5474  0.10
H4 -0.2593 1.9214 -0.4595  0.11
H5 1.1042 -0.8102 0.2814  0.12
H6 -1.7339 -0.2585 0.6954  0.08
H7 -0.7607 -1.4738 1.2687  0.05
H8 0.7325 -0.3348 -1.9992  0.07
H9 -1.0487 -0.3751 -1.7783  0.07
H10 -1.0792 -2.7073 -0.6458  -0.18


Which one sits at the top of the stability order? arrangement Q does.


Arrangement P

Here is a structure of composition C3H10N2S from the Open Molecules 2025 dataset. Energies are from ωB97M-V with the def2-TZVPD basis set.

Computed properties:
HOMO level: -7.125 eV
LUMO energy: 0.4 eV
Gap between HOMO and LUMO: 7.5 eV

Last column: Löwdin charge in e.
Element x y z (Å)
C1 -0.2691 1.3038 -1.7223  -0.21
C2 -1.4674 1.4433 -0.7930  -0.67
S1 -1.5996 0.1470 0.5678  0.38
H1 -0.1299 0.3215 -2.1417  0.06
H2 -0.2936 2.0639 -2.5081  0.07
H3 0.5853 1.5356 -1.0853  0.03
H4 -1.5158 2.4076 -0.3036  0.03
H5 -2.3361 1.3142 -1.4727  0.05
N1 2.4272 -0.2226 0.1719  0.13
C3 1.9134 -1.4125 0.5285  -0.28
N2 0.7457 -1.6349 1.0080  0.06
H6 1.8417 0.5232 0.5159  0.09
H7 2.9045 -0.2236 -0.7107  0.11
H8 2.4732 -2.2648 0.1436  0.13
H9 0.4200 -2.5899 1.0555  0.10
H10 -0.1633 -0.7066 1.1036  -0.08


Arrangement Q

Here is an isolated molecule of C3H10N2S from the Open Molecules 2025 dataset. Energies are from ωB97M-V with the def2-TZVPD basis set.

Computed properties:
HOMO level: -8.993 eV
LUMO energy: 0.9 eV
Gap between HOMO and LUMO: 9.9 eV

Last column: Löwdin charge in e.
Element x y z (Å)
N1 -0.5716 -2.0729 -0.9684  -0.01
C1 0.4226 -1.1815 -0.4084  -0.27
C2 -0.1374 0.2562 -0.3011  -0.46
N2 0.7364 1.2173 -0.9592  0.01
C3 -0.4452 0.5530 1.1854  -0.54
S1 -0.6727 2.2952 1.6059  0.71
H1 -0.3523 -3.0568 -0.9174  0.06
H2 -0.8275 -1.8254 -1.9140  0.07
H3 0.6849 -1.5710 0.5777  0.10
H4 1.3501 -1.0940 -0.9715  0.10
H5 -1.1186 0.2209 -0.7891  0.13
H6 1.2465 1.7643 -0.2754  0.05
H7 0.2060 1.9363 -1.4373  0.07
H8 -1.3354 -0.0156 1.4692  0.08
H9 0.3646 0.1509 1.7954  0.07
H10 0.4494 2.4231 2.3083  -0.15


Which one sits at the top of the stability order? arrangement Q does.


Arrangement P

Here is an isolated molecule of C2H4O3 from the Open Molecules 2025 dataset. Energies are from ωB97M-V with the def2-TZVPD basis set.

Computed properties:
HOMO level: -10.307 eV
LUMO energy: 0.3 eV
Gap between HOMO and LUMO: 10.6 eV

Last column: Löwdin charge in e.
Element x y z (Å)
O1 -2.0388 -0.0072 0.6917  0.13
C1 -0.9072 -0.2932 0.4969  -0.54
O2 -0.3580 -1.3964 0.9612  0.14
C2 0.0994 0.6322 -0.2087  -0.18
O3 1.2385 -0.0964 -0.4675  -0.06
H1 0.5571 -1.4909 0.6342  0.11
H2 -0.3799 0.9485 -1.1010  0.12
H3 0.2390 1.5589 0.3848  0.14
H4 1.5500 0.1445 -1.3915  0.15


Arrangement Q

Here is a cluster of 2 separate species, C2H4O3 in total from the Open Molecules 2025 dataset. Energies are from ωB97M-V with the def2-TZVPD basis set.

Computed properties:
HOMO level (spin up / spin down): -9.662 / -8.779 eV
LUMO energy (spin up / spin down): 0.2 / -0.7 eV
Gap between HOMO and LUMO (spin up / spin down): 9.8 / 8.0 eV

Last column: Löwdin charge in e.
Element x y z (Å)
C1 -1.7501 -1.1566 0.7732  -0.40
C2 0.9408 0.2606 -0.6363  0.07
O1 -0.9840 -1.4483 1.8706  0.08
O2 -2.2162 -2.1517 1.5186  0.10
O3 -2.2508 0.0877 0.4813  0.07
H1 1.8007 0.8088 -1.0389  -0.01
H2 0.7008 -0.8041 -0.7271  -0.02
H3 0.0754 0.6381 0.0301  0.00
H4 -3.0116 0.3219 1.0483  0.13


Arrangement R

Here is an isolated molecule of C2H4O3 from the Open Molecules 2025 dataset. Energies are from ωB97M-V with the def2-TZVPD basis set.

Computed properties:
HOMO level: -10.448 eV
LUMO energy: 0.2 eV
Gap between HOMO and LUMO: 10.7 eV

Last column: Löwdin charge in e.
Element x y z (Å)
O1 0.6207 1.5760 -0.9983  0.06
C1 0.4293 0.4805 -0.4451  -0.58
O2 1.2618 -0.4339 -0.4147  0.13
C2 -0.9112 0.1644 0.3959  -0.08
O3 -0.6451 -1.1790 0.9982  -0.12
H1 1.8162 -0.4363 -1.2841  0.23
H2 -0.7625 0.7533 1.5252  0.19
H3 -1.8995 0.4487 -0.1709  0.15
H4 0.0902 -1.3736 0.3936  0.03


Which one sits at the top of the stability order? arrangement P does.


Arrangement P

Here is a cluster of 2 separate species, C5H14NO2 in total from the Open Molecules 2025 dataset. Energies are from ωB97M-V with the def2-TZVPD basis set.

Computed properties:
HOMO level: -2.950 eV
LUMO energy: 3.8 eV
Gap between HOMO and LUMO: 6.7 eV
Charge: -1

Last column: Löwdin charge in e.
Element x y z (Å)
C1 1.2850 -1.1541 -2.2228  -0.14
N1 2.0027 -0.5410 -1.1042  -0.14
C2 1.1895 -0.0466 0.0450  -0.38
C3 0.1516 0.9748 -0.5454  -0.17
C4 -0.3693 1.8962 0.6282  -0.48
O1 -1.2046 1.1939 1.4400  -0.35
C5 0.5052 -1.2241 0.7563  -0.07
H1 0.9808 -0.3935 -2.9470  0.06
H2 0.3537 -1.5420 -1.8239  0.06
H3 1.9550 -1.8904 -2.6710  0.06
H4 2.7795 0.0481 -1.3561  0.08
H5 1.8227 0.5547 0.6991  0.12
H6 0.7168 1.5613 -1.2644  0.09
H7 -0.7470 0.5546 -0.9841  0.09
H8 0.5884 2.2411 1.1011  0.07
H9 -0.8616 2.8402 0.3131  0.07
H10 -0.2748 -1.6402 0.1286  0.05
H11 0.1716 -0.7938 1.7009  0.07
H12 1.1520 -2.0623 1.0288  0.06
H13 -2.4432 -0.0613 1.3567  -0.01
H14 -2.8271 -1.0397 0.3035  0.01
O2 -3.0762 -0.8325 1.2348  -0.16


Arrangement Q

Here is a cluster of 2 separate species, C5H14NO2 in total from the Open Molecules 2025 dataset. Energies are from ωB97M-V with the def2-TZVPD basis set.

Computed properties:
HOMO level: -2.400 eV
LUMO energy: 3.8 eV
Gap between HOMO and LUMO: 6.2 eV
Charge: -1

Last column: Löwdin charge in e.
Element x y z (Å)
C1 -0.6109 -0.2366 -1.7499  -0.54
O1 -0.8432 -0.2916 -3.0388  -0.35
C2 -0.9211 1.2875 -1.2132  -0.19
C3 -0.5196 1.5959 0.2495  -0.17
C4 0.9941 1.1764 0.4073  -0.23
C5 1.4896 -1.0686 1.1583  -0.18
N1 1.1392 0.2765 1.5811  -0.12
H1 -1.2083 -0.8911 -1.1477  0.04
H2 0.5406 -0.4867 -1.5072  0.09
H3 -1.9110 1.5224 -1.4036  0.05
H4 -0.5046 1.8568 -2.0249  0.08
H5 -0.6122 2.6297 0.4395  0.06
H6 -1.1810 1.0304 0.9440  0.10
H7 1.5954 2.0161 0.4219  0.07
H8 1.2651 0.6802 -0.4973  0.06
H9 2.5617 -1.0982 0.9691  0.07
H10 0.7024 -1.5016 0.4279  0.07
H11 1.4494 -1.8478 1.9617  0.07
H12 0.2322 0.2404 1.9860  0.05
H13 -1.1377 -1.5904 1.0412  0.01
H14 -1.3543 -2.7529 0.0466  0.02
O2 -1.1656 -2.5469 0.9484  -0.07


Arrangement R

Here is a cluster of 2 separate species, C5H14NO2 in total from the Open Molecules 2025 dataset. Energies are from ωB97M-V with the def2-TZVPD basis set.

Computed properties:
HOMO level: -3.018 eV
LUMO energy: 3.5 eV
Gap between HOMO and LUMO: 6.6 eV
Charge: -1

Last column: Löwdin charge in e.
Element x y z (Å)
C1 -0.6324 -0.2348 -3.1582  -0.16
N1 0.0640 0.7105 -2.2962  -0.10
C2 -0.4471 0.7854 -0.8940  -0.44
C3 -0.3611 -0.5356 -0.1508  -0.17
C4 -0.9927 -0.5005 1.3041  -0.46
O1 -0.3732 -1.3541 2.1632  -0.35
C5 0.3478 1.8979 -0.2171  -0.08
H1 -1.5855 0.1103 -3.5837  0.07
H2 -0.8410 -1.1633 -2.6437  0.05
H3 -0.0301 -0.5094 -4.0350  0.06
H4 -0.0825 1.6112 -2.7168  0.08
H5 -1.5078 1.0703 -0.9439  0.13
H6 -0.9168 -1.3090 -0.6760  0.08
H7 0.6902 -0.8073 -0.0108  0.11
H8 -0.9151 0.5547 1.6390  0.07
H9 -2.0647 -0.7642 1.1534  0.08
H10 -0.1347 2.2423 0.6976  0.06
H11 0.4855 2.7604 -0.8798  0.06
H12 1.3240 1.4925 0.0780  0.08
H13 1.0606 -0.9218 2.9494  -0.02
H14 2.3434 -0.7464 2.1860  -0.01
O2 2.0461 -0.8079 3.0975  -0.16


Which one sits at the top of the stability order? arrangement R does.


Arrangement P

Here is an isolated molecule of C4H6ClNOS from the Open Molecules 2025 dataset. Energies are from ωB97M-V with the def2-TZVPD basis set.

Computed properties:
HOMO level (spin up / spin down): -8.055 / -8.225 eV
LUMO energy (spin up / spin down): -1.4 / -1.1 eV
Gap between HOMO and LUMO (spin up / spin down): 6.6 / 7.1 eV

Last column: Löwdin charge in e.
Element x y z (Å)
C1 -1.6838 1.4732 -0.0984  -0.19
N1 -0.6259 0.5463 -0.0670  -0.31
S1 -0.3730 -0.9180 0.4065  0.89
O1 -1.3385 -2.0058 0.2896  -0.41
C2 1.1481 -1.4675 -0.0942  -0.26
C3 2.4354 -0.9180 -0.1118  -0.27
C4 3.1463 0.1430 0.2834  -0.56
Cl1 4.7880 0.3819 -0.2031  0.61
H1 -1.3374 1.9044 -1.1078  0.11
H2 -2.7446 1.1990 -0.1933  0.09
H3 -1.4579 2.2400 0.6060  0.06
H4 0.9735 -2.5901 -0.1225  0.11
H5 3.0038 -1.5255 -0.7125  0.07
H6 2.7112 0.9042 0.8937  0.06


Arrangement Q

Here is an isolated molecule of C4H6ClNOS from the Open Molecules 2025 dataset. Energies are from ωB97M-V with the def2-TZVPD basis set.

Computed properties:
HOMO level: -8.974 eV
LUMO energy: 0.2 eV
Gap between HOMO and LUMO: 9.1 eV

Last column: Löwdin charge in e.
Element x y z (Å)
C1 1.2243 -1.1190 0.6265  0.08
C2 0.6664 -0.1854 -0.1305  -0.42
C3 1.4380 0.8445 -0.9002  -0.54
Cl1 1.2675 2.4352 -0.0620  0.54
C4 -0.8234 -0.1481 -0.2791  -0.77
S1 -1.6074 -0.0233 -1.7463  0.69
N1 -1.4888 -0.1948 0.8686  -0.06
O1 -2.8520 -0.0881 0.9454  -0.02
H1 0.5929 -1.8679 1.0698  0.07
H2 2.3063 -1.2109 0.7041  0.08
H3 2.5094 0.5765 -0.9625  0.09
H4 0.9852 0.9875 -1.9083  0.06
H5 -1.0865 0.0405 1.7660  0.17
H6 -3.1321 -0.0466 0.0085  0.03


Which one sits at the top of the stability order? arrangement Q does.


Arrangement P

Here is a cluster of 2 separate species, C2H4NO3 in total from the Open Molecules 2025 dataset. Energies are from ωB97M-V with the def2-TZVPD basis set.

Computed properties:
HOMO level (spin up / spin down): -3.766 / -3.765 eV
LUMO energy (spin up / spin down): 4.3 / 4.3 eV
Gap between HOMO and LUMO (spin up / spin down): 8.1 / 8.1 eV
Charge: -1

Last column: Löwdin charge in e.
Element x y z (Å)
C1 -1.4922 1.2551 0.1672  -0.58
C2 1.1738 -0.8150 -0.4525  -0.15
N1 -0.0789 -1.0386 0.2927  -0.18
O1 -0.0280 -0.6197 1.5164  -0.23
O2 -2.2660 2.1491 0.0981  -0.03
O3 -1.2173 0.2458 -0.6304  -0.14
H1 -0.7367 1.2531 1.0137  0.10
H2 1.7472 -1.8442 -0.4752  0.09
H3 0.9586 -0.4639 -1.4528  0.05
H4 1.9397 -0.1218 -0.0773  0.06


Arrangement Q

Here is a cluster of 2 separate species, C2H4NO3 in total from the Open Molecules 2025 dataset. Energies are from ωB97M-V with the def2-TZVPD basis set.

Computed properties:
HOMO level (spin up / spin down): -2.323 / -1.327 eV
LUMO energy (spin up / spin down): 4.2 / 4.2 eV
Gap between HOMO and LUMO (spin up / spin down): 6.6 / 5.6 eV
Charge: -1

Last column: Löwdin charge in e.
Element x y z (Å)
C1 -2.1079 0.5521 -0.5643  -0.11
C2 1.2634 -0.9202 0.2920  -0.04
N1 0.6728 0.4102 0.3436  -0.53
O1 1.1974 1.4079 -0.3371  -0.22
O2 -3.2156 0.9557 -0.1889  -0.12
O3 -0.4250 0.6054 0.9266  -0.16
H1 -1.8385 0.6026 -1.5561  0.00
H2 1.9259 -1.0052 1.1923  0.08
H3 0.5096 -1.6382 0.3509  0.05
H4 2.0179 -0.9704 -0.4590  0.06


Which one sits at the top of the stability order? arrangement P does.